# 1
DFT (ωB97M-V/def2-TZVPD) results for 13 unconnected molecules or ions with the total composition C34H66Cl24N2O4S2.

Cartesian coordinates (Å):
C -4.595 0.119 -1.934
C -4.152 0.279 -0.489
O -3.511 1.527 -0.308
C -2.935 1.596 0.991
C -1.527 0.960 1.042
C -1.279 0.079 2.305
C -0.653 -1.305 1.845
C -1.832 -2.257 1.571
C -1.791 -3.209 0.319
C -1.793 -4.655 0.838
C -1.869 -5.680 -0.304
C -1.276 -7.054 0.050
S 0.501 -7.005 0.422
C 1.327 -6.584 -1.096
S 0.585 -6.914 -2.521
N 2.592 -6.075 -0.984
C 3.002 -5.383 -2.213
C 4.269 -4.508 -2.027
O 4.912 -4.685 -0.791
C 3.995 -4.355 0.225
C 2.733 -5.239 0.227
O -0.620 -3.099 -0.530
C -0.711 -2.161 -1.471
O -1.680 -1.500 -1.690
C 0.587 -1.929 -2.246
C 0.855 -0.440 -2.417
C 0.616 0.044 -3.875
C -0.851 -0.051 -4.307
C -1.137 0.608 -5.667
N -2.347 0.025 -6.271
H -4.072 0.815 -2.581
H -4.389 -0.881 -2.296
H -5.658 0.331 -2.003
H -4.992 0.168 0.203
H -3.436 -0.506 -0.246
H -3.612 1.061 1.660
H -2.858 2.631 1.306
H -1.407 0.388 0.123
H -0.821 1.809 0.977
H -0.587 0.641 2.921
H -2.233 -0.072 2.796
H -0.071 -1.658 2.686
H -0.040 -1.081 0.995
H -1.909 -2.895 2.447
H -2.764 -1.702 1.541
H -2.727 -3.099 -0.216
H -0.974 -4.843 1.526
H -2.737 -4.753 1.372
H -1.415 -5.334 -1.227
H -2.922 -5.856 -0.530
H -1.497 -7.788 -0.714
H -1.749 -7.383 0.974
H 3.257 -6.139 -2.942
H 2.216 -4.739 -2.592
H 4.028 -3.456 -2.206
H 4.981 -4.806 -2.790
H 3.725 -3.297 0.170
H 4.514 -4.477 1.170
H 2.748 -5.838 1.127
H 1.875 -4.570 0.306
H 1.387 -2.306 -1.614
H 0.583 -2.496 -3.173
H 1.911 -0.311 -2.197
H 0.326 0.170 -1.693
H 0.869 1.111 -3.932
H 1.304 -0.480 -4.545
H -1.161 -1.094 -4.281
H -1.432 0.497 -3.567
H -1.376 1.647 -5.472
H -0.290 0.549 -6.347
H -3.161 0.584 -6.068
H -2.539 -0.881 -5.867
C -4.010 5.116 0.831
Cl -4.563 4.536 2.406
Cl -4.335 6.842 0.633
H -2.943 4.947 0.752
H -4.532 4.570 0.054
C -2.798 9.876 2.098
Cl -1.098 9.826 1.611
Cl -3.302 11.519 2.506
H -3.407 9.518 1.278
H -2.934 9.241 2.965
C -2.442 -3.087 -7.880
Cl -3.410 -3.530 -9.289
Cl -3.404 -3.103 -6.396
H -1.631 -3.798 -7.775
H -2.051 -2.084 -8.022
C -0.861 3.532 -3.937
Cl 0.559 3.253 -4.937
Cl -0.808 5.117 -3.184
H -1.741 3.486 -4.568
H -0.912 2.766 -3.168
C 2.823 -0.060 1.962
Cl 1.990 -0.264 0.413
Cl 1.706 -0.286 3.327
H 3.584 -0.827 2.026
H 3.277 0.922 2.016
C 4.939 0.646 5.796
Cl 5.076 -0.320 4.332
Cl 5.026 2.374 5.434
H 3.984 0.429 6.265
H 5.749 0.382 6.466
C 1.443 8.908 4.248
Cl 3.123 9.433 4.069
Cl 1.313 7.510 5.325
H 0.864 9.725 4.661
H 1.056 8.634 3.274
C 3.367 1.366 9.579
Cl 2.475 0.626 8.231
Cl 4.196 0.147 10.555
H 4.102 2.050 9.181
H 2.664 1.899 10.207
C 0.441 4.333 2.536
Cl -0.264 4.140 0.937
Cl -0.713 5.145 3.611
H 0.693 3.372 2.945
H 1.332 4.945 2.448
C -7.353 6.702 3.456
Cl -7.831 7.899 2.246
Cl -7.090 7.445 5.040
H -8.141 5.963 3.544
H -6.431 6.228 3.137
C 5.341 -2.114 -4.900
Cl 3.805 -1.255 -4.725
Cl 5.119 -3.700 -5.647
H 6.001 -1.523 -5.523
H 5.776 -2.250 -3.917
C 7.048 -3.574 1.385
Cl 6.099 -2.337 2.222
Cl 7.032 -5.107 2.260
H 6.620 -3.728 0.401
H 8.072 -3.228 1.304

Force components x, y, z for each atom (eV/Å):
-0.273 0.214 0.282
0.542 -0.362 -0.372
-0.131 0.629 0.158
0.357 -0.623 -0.213
-0.454 0.481 0.242
0.789 -0.004 -1.825
-2.136 1.135 1.132
0.551 -0.317 -0.761
0.104 -1.078 1.766
-0.526 0.008 -1.005
0.195 -0.467 0.169
-0.095 0.632 -0.277
0.224 0.070 0.448
-0.757 -1.159 -0.197
-0.099 0.046 -0.324
-0.910 1.296 0.475
1.296 0.186 0.126
0.129 -0.517 -0.479
-0.225 0.078 0.080
0.161 -0.268 0.408
0.472 0.668 0.178
-0.627 0.357 0.490
1.397 0.148 -0.957
-1.214 0.382 0.180
-0.251 -0.297 1.542
0.467 0.083 -1.632
-0.317 0.720 0.965
0.961 0.362 -0.127
-1.049 -0.700 0.579
0.186 -0.032 -0.293
0.188 0.117 0.005
-0.062 -0.192 -0.033
-0.151 -0.035 -0.271
-0.130 0.169 0.083
0.080 -0.173 0.008
-0.018 0.153 0.354
-0.278 0.162 -0.093
-0.011 -0.211 -0.063
-0.123 -0.857 0.086
-0.196 -0.200 0.461
0.023 -0.104 0.445
0.118 -0.510 -0.415
0.100 -0.420 -0.127
-0.132 -0.158 0.055
-0.098 0.152 -0.213
0.250 0.344 -0.684
0.231 0.051 0.002
0.082 0.018 0.474
0.178 0.177 -0.014
-0.103 0.006 -0.132
0.137 -0.109 -0.183
0.286 -0.224 0.246
-0.353 -0.118 -0.254
-0.373 -0.154 -0.119
-0.088 0.192 0.232
0.160 0.057 -0.046
-0.109 0.165 -0.267
0.031 -0.111 0.067
-0.017 -0.368 -0.083
-0.192 -0.016 0.020
0.121 -0.497 -0.071
-0.073 0.023 -0.193
0.185 0.241 -0.121
-0.381 0.020 -0.019
0.286 -0.479 0.105
-0.262 -0.096 -0.083
-0.249 -0.078 -0.141
-0.274 -0.308 0.252
0.328 0.087 -0.355
0.100 -0.020 -0.088
-0.084 0.142 -0.042
0.034 -0.021 -0.037
0.024 -0.061 -0.151
0.027 -0.086 0.073
-0.009 0.026 -0.054
0.059 0.077 0.109
-0.085 0.003 0.044
-0.099 -0.001 0.064
0.028 -0.090 -0.038
-0.050 -0.023 0.023
0.058 0.064 -0.080
0.067 0.033 0.041
0.151 0.102 -0.091
0.042 -0.002 -0.022
-0.037 -0.205 0.074
-0.084 -0.098 0.024
-0.144 0.067 0.042
-0.162 -0.107 0.013
0.328 0.499 -0.221
-0.071 0.212 0.254
0.000 0.055 -0.021
0.083 0.051 0.032
-0.030 -0.383 0.133
0.798 0.441 -0.048
1.052 0.487 0.270
-0.021 -0.016 0.009
-0.167 0.075 -0.015
-0.187 -0.031 0.154
0.189 -0.069 0.084
-0.033 0.068 0.114
0.129 0.109 -0.180
0.088 0.047 -0.081
-0.001 0.009 -0.020
-0.041 0.040 -0.045
-0.019 0.065 0.017
0.051 -0.005 0.078
0.048 -0.070 0.000
-0.059 -0.081 0.042
-0.110 0.130 0.232
-0.006 0.073 -0.017
0.103 0.003 -0.140
-0.073 -0.099 -0.004
-0.103 0.520 0.138
0.173 0.220 -0.376
0.105 -0.145 0.021
-0.082 -0.386 0.110
-0.055 0.090 0.003
0.035 -0.055 -0.034
0.005 -0.046 -0.042
0.022 -0.054 0.033
-0.075 0.078 0.037
-0.013 0.144 -0.002
0.060 0.012 0.021
0.064 0.014 0.068
0.044 -0.021 0.004
-0.063 -0.006 -0.079
-0.065 -0.049 0.040
0.093 -0.044 -0.194
0.124 0.002 -0.083
0.039 -0.009 -0.025
-0.075 -0.087 0.021
0.001 0.024 0.138

## Properties
gap between HOMO and LUMO = 8.473 eV
charge = 0



# 2
DFT (ωB97M-V/def2-TZVPD) results for a molecular structure, C34H66FGeN3O2PSSbSe2W.

Cartesian coordinates (Å):
W -0.948 -0.200 0.896
O -2.015 -1.910 -0.217
C -1.018 -2.356 -0.831
N 0.073 -1.601 -0.995
C 1.075 -2.410 -1.500
O 2.217 -2.084 -1.749
C 0.496 -3.781 -1.746
C 1.054 -4.929 -2.259
C 0.228 -6.050 -2.351
C -1.099 -6.004 -1.941
C -1.654 -4.835 -1.421
C -0.827 -3.737 -1.339
H 2.091 -4.960 -2.566
H 0.627 -6.976 -2.745
H -1.709 -6.894 -2.026
H -2.684 -4.793 -1.093
F -2.819 0.425 0.613
C -4.816 -1.449 5.689
Ge -5.039 -2.001 3.826
C -6.195 -0.753 2.870
C -5.738 -3.824 3.736
C -3.289 -1.962 2.925
Se -2.413 -0.234 3.108
C -1.352 -0.630 4.672
H -5.769 -1.505 6.216
H -4.460 -0.419 5.746
H -4.104 -2.095 6.205
H -7.096 -0.535 3.445
H -6.491 -1.171 1.908
H -5.667 0.183 2.685
H -6.738 -3.873 4.169
H -5.094 -4.513 4.283
H -5.798 -4.158 2.700
H -3.416 -2.103 1.851
H -2.579 -2.710 3.278
H -2.022 -0.748 5.521
H -0.685 0.215 4.833
H -0.767 -1.527 4.485
C -3.776 -0.801 -2.937
C -3.469 0.597 -2.414
Sb -1.408 0.985 -1.919
C -0.621 0.454 -3.861
C -0.201 -0.990 -4.111
C -1.592 3.103 -2.293
C -1.454 3.508 -3.754
H -4.847 -0.927 -3.116
H -3.473 -1.568 -2.223
H -3.268 -0.998 -3.884
H -4.030 0.799 -1.502
H -3.746 1.355 -3.153
H 0.215 1.128 -4.053
H -1.425 0.740 -4.543
H 0.744 -1.216 -3.619
H -0.063 -1.169 -5.181
H -0.939 -1.713 -3.757
H -0.849 3.616 -1.689
H -2.580 3.374 -1.914
H -0.459 3.274 -4.136
H -1.605 4.584 -3.869
H -2.185 3.007 -4.391
C 5.562 -1.288 1.147
C 4.088 -0.954 0.937
P 3.450 0.635 1.634
C 3.744 0.338 3.438
C 3.547 1.592 4.285
C 4.849 1.775 1.209
C 4.438 3.246 1.215
H 5.784 -2.290 0.774
H 5.846 -1.263 2.200
H 6.211 -0.591 0.615
H 3.450 -1.734 1.361
H 3.851 -0.941 -0.128
H 4.741 -0.076 3.615
H 3.019 -0.429 3.727
H 4.337 2.323 4.101
H 3.559 1.357 5.351
H 2.594 2.077 4.059
H 5.171 1.498 0.201
H 5.704 1.603 1.872
H 3.641 3.417 0.491
H 5.279 3.892 0.951
H 4.074 3.563 2.195
Se 0.443 -1.672 2.035
S 1.890 2.356 -1.692
C 2.584 1.597 -3.026
N 2.801 0.279 -3.038
C 3.340 -0.464 -4.163
C 4.217 0.447 -5.004
C 3.429 1.699 -5.354
N 2.919 2.295 -4.132
H 2.462 -0.244 -2.237
H 2.527 -0.875 -4.773
H 3.908 -1.306 -3.767
H 4.529 -0.068 -5.913
H 5.111 0.723 -4.443
H 2.607 1.443 -6.032
H 4.058 2.432 -5.858
H 2.724 3.280 -4.082
C -0.564 3.144 3.255
C -0.634 2.952 1.730
C -2.024 3.357 1.246
C 0.454 3.816 1.081
C -0.328 1.506 1.471
H -0.736 4.194 3.503
H 0.414 2.854 3.644
H -1.330 2.550 3.760
H -2.209 4.411 1.471
H -2.795 2.756 1.728
H -2.122 3.216 0.172
H 1.444 3.535 1.447
H 0.277 4.868 1.318
H 0.461 3.702 -0.002
H 0.674 1.227 1.841

Force components x, y, z for each atom (eV/Å):
-0.190 0.121 -0.085
0.048 -0.158 0.026
-0.142 -0.051 0.182
-0.050 0.058 0.110
-0.125 -0.090 -0.039
0.054 -0.023 0.109
0.048 -0.020 0.010
-0.024 0.021 0.015
0.059 -0.021 -0.026
-0.065 -0.004 0.015
0.031 0.009 -0.003
-0.013 -0.007 -0.109
0.004 0.005 0.000
-0.002 0.002 0.000
-0.001 0.001 -0.001
-0.007 0.004 0.000
0.035 0.059 -0.005
-0.009 0.001 -0.004
0.010 0.002 0.005
-0.006 -0.007 0.008
0.003 0.002 -0.002
0.021 -0.008 0.026
0.098 0.029 -0.167
-0.037 -0.014 0.022
-0.005 0.003 -0.004
-0.003 0.000 0.001
-0.001 -0.003 0.003
-0.007 -0.008 -0.002
0.004 0.002 -0.006
0.002 0.006 0.009
-0.002 0.002 0.003
0.004 0.001 0.001
-0.001 0.000 -0.002
-0.011 0.003 -0.010
-0.007 -0.015 -0.020
0.002 0.001 0.003
0.002 0.004 -0.019
0.003 -0.004 0.005
0.004 -0.029 0.009
-0.010 -0.001 -0.026
0.070 0.002 0.062
0.028 -0.021 -0.020
-0.011 -0.031 0.042
-0.008 0.016 0.003
0.003 -0.003 -0.029
0.003 0.003 -0.010
-0.013 0.014 -0.007
0.030 -0.010 -0.007
0.011 0.017 0.010
-0.007 -0.003 0.008
-0.027 0.009 0.011
0.008 -0.002 -0.008
-0.155 0.009 -0.036
-0.003 0.006 -0.020
-0.026 0.000 -0.016
0.016 0.011 0.010
-0.009 0.007 -0.004
-0.001 0.017 0.009
-0.004 -0.001 0.005
0.000 -0.005 -0.002
0.023 -0.003 0.000
-0.055 -0.013 0.036
-0.017 0.082 0.072
0.071 -0.040 -0.020
-0.012 0.025 0.004
0.001 0.009 0.010
0.010 0.026 0.003
0.000 0.003 -0.010
-0.012 -0.012 -0.004
0.000 0.002 0.009
-0.002 -0.003 -0.004
-0.009 0.002 -0.035
-0.006 0.011 0.001
-0.008 -0.002 0.006
-0.006 -0.013 0.001
0.005 0.000 0.002
-0.004 -0.012 0.002
-0.010 0.019 -0.008
0.002 -0.018 -0.005
0.004 0.003 -0.006
-0.002 0.002 0.006
0.001 -0.007 -0.016
0.051 0.067 -0.021
0.031 0.057 0.005
-0.056 -0.157 -0.155
-0.034 0.213 0.006
0.078 -0.029 -0.030
-0.032 0.006 0.004
0.039 0.001 -0.017
0.008 0.025 0.063
0.146 -0.065 -0.001
0.065 0.026 0.001
-0.022 0.006 0.002
0.000 0.003 0.000
0.003 0.002 0.005
-0.005 0.005 0.001
0.006 -0.002 0.000
0.007 0.003 -0.013
-0.014 -0.034 0.024
0.000 0.000 -0.019
0.016 -0.026 0.011
-0.046 0.028 0.016
0.138 -0.247 -0.068
-0.002 0.001 -0.005
0.006 0.004 -0.005
-0.001 0.008 0.004
0.009 0.001 0.001
-0.004 -0.003 0.011
-0.007 0.010 0.026
-0.012 -0.009 0.001
0.005 0.007 -0.002
-0.035 0.037 0.030
0.071 0.095 0.045

## Properties
gap between HOMO and LUMO = 7.065 eV
charge = 0
relative energy (zero: lowest compared OMol25 entry of this formula, charge and spin) = 0.000 eV